1.
The following is a DFT calculation (wB97M-V/def2-TZVPD) of a 2-piece molecular cluster, C9H11O2 overall.

Each line ends with the Löwdin spin population.
Positions of all 22 atoms, in Å:
C -1.76386 -0.33776 -0.61199  0.02
C 0.70080 -0.83166 -0.67010  0.07
C -0.44827 -0.46710 -1.32404  0.11
C 1.96172 -1.01768 -1.31826  0.24
C 2.02231 -0.79523 -2.73184  0.12
C -0.34647 -0.24453 -2.74021  0.22
C 0.87025 -0.48391 -3.41694  0.09
H 0.68412 -0.98360 0.40527  0.00
H 2.83018 -0.96167 -0.67373  0.03
H -2.22478 0.60258 -0.93409  0.01
H -1.68773 -0.16734 0.45854  0.00
H 2.95012 -1.07602 -3.23068  0.03
H -1.13665 0.30129 -3.25515  0.04
H 0.89176 -0.30325 -4.49237  0.02
H -2.47116 -1.12291 -0.89737  0.01
C -0.24970 0.61368 4.04050  0.00
C -0.66371 1.74363 3.06686  0.00
O -0.46759 2.91210 3.49380  0.00
O -1.07934 1.39997 1.94000  0.00
H -0.60088 0.94482 5.02391  0.00
H 0.83721 0.63240 4.15583  0.00
H -0.60833 -0.35780 3.71205  0.00

Gap between HOMO and LUMO (alpha / beta) (eV): 3.0 / 7.2
HOMO energy (alpha / beta) (eV): 3.46 / -0.76
Multiplicity: 2
Energy above the lowest of the compared OMol25 structures with the same formula, charge and spin (kJ/mol): 41.1
Total charge: -2

=====

2.
The following is a DFT calculation (wB97M-V/def2-TZVPD) of a 2-piece molecular cluster, C17H26N2O4 overall at a distorted geometry.

Each line ends with the Mulliken charge.
Positions of all 49 atoms, in Å:
C -6.43681 0.64530 0.41763  -0.91
N -5.02089 0.60697 0.05673  -0.13
C -4.18822 -0.38809 0.39082  0.11
O -4.56200 -1.36878 1.02405  -0.68
C -2.74474 -0.28327 -0.12319  0.28
C -2.56885 -1.22242 -1.32677  -1.34
C -1.35761 -0.92166 -2.18182  0.39
C -1.41398 0.13555 -3.10981  -0.27
C -0.29317 0.44130 -3.89977  -0.63
C 0.88285 -0.31706 -3.77127  -0.63
C 0.93835 -1.37872 -2.85156  -0.52
C -0.17798 -1.67815 -2.05054  -0.18
N -1.76841 -0.61354 0.92465  -0.04
C -0.58916 -0.04585 1.17855  0.68
C -0.13234 1.15620 0.37587  -0.65
O 0.12010 -0.47666 2.07506  -0.71
H -6.93584 1.46665 -0.09810  0.34
H -6.53959 0.78050 1.49620  0.29
H -6.91381 -0.29667 0.13777  0.29
H -4.65132 1.37634 -0.47789  0.25
H -2.59157 0.73933 -0.46348  0.26
H -3.45035 -1.14069 -1.96453  0.51
H -2.52445 -2.25437 -0.97435  0.38
H -2.31987 0.71360 -3.22006  0.41
H -0.33627 1.25398 -4.61093  0.40
H 1.74394 -0.08701 -4.38310  0.40
H 1.83778 -1.97026 -2.76503  0.47
H -0.12844 -2.49001 -1.33823  0.35
H -2.01326 -1.38099 1.53362  0.27
H 0.80171 1.52369 0.79664  0.06
H 0.03954 0.86572 -0.65682  0.09
H -0.87734 1.94510 0.43200  0.43
C 4.28803 -1.18602 -0.59921  -1.17
C 3.65753 -0.64947 0.68605  0.29
C 4.70205 0.07627 1.54065  -0.63
O 4.18350 0.38868 2.84467  -0.37
C 3.36736 1.47068 2.94882  0.88
C 2.82532 1.78227 4.33161  -1.14
O 3.05016 2.22378 2.03400  -0.58
H 3.53852 -1.71698 -1.19123  0.11
H 5.10007 -1.88205 -0.36695  0.39
H 4.68982 -0.36465 -1.20046  0.35
H 2.83907 0.03160 0.43439  -0.07
H 3.23603 -1.48286 1.25731  0.30
H 5.57333 -0.57374 1.66907  0.37
H 5.04540 0.98029 1.02416  0.34
H 2.16999 0.97033 4.65666  0.27
H 3.65056 1.88086 5.04043  0.35
H 2.25527 2.71495 4.31768  0.30

Gap between HOMO and LUMO (eV): 9.7
HOMO energy (eV): -9.23
Energy above the lowest of the compared OMol25 structures with the same formula, charge and spin (kJ/mol): 90.8
SMILES string: CNC(=O)[C@H](Cc1ccccc1)NC(C)=O.CCCOC(C)=O

=====

3.
The following is a DFT calculation (wB97M-V/def2-TZVPD) of one molecule with the formula C3H7NO5 at a distorted geometry.

Each line ends with the Mulliken charge.
Positions of all 16 atoms, in Å:
C 1.17294 -0.37270 -0.16632  0.66
C 0.29431 0.72540 0.25258  -0.44
C -1.31819 -0.10610 0.41480  0.68
N 0.03762 1.67991 -0.78731  -0.57
O 1.46066 -1.37451 0.63115  -0.52
O 1.91146 -0.28903 -1.24974  -0.39
O -1.00351 -1.00718 -0.84851  -0.59
O -1.01775 -0.95741 1.53572  -0.55
O -2.40189 0.45317 0.38987  -0.69
H 0.69836 -1.45744 1.27528  0.47
H 2.44767 -1.09307 -1.33460  0.38
H -1.00151 -0.37772 -1.59796  0.35
H -1.83573 -1.41089 1.78068  0.32
H 0.54437 1.09093 1.25128  0.42
H 0.81794 2.29462 -0.97335  0.22
H -0.80675 2.20203 -0.57358  0.24

Gap between HOMO and LUMO (eV): 9.0
HOMO energy (eV): -8.79
Energy above the lowest of the compared OMol25 structures with the same formula, charge and spin (kJ/mol): 234.3

=====

4.
The following is a DFT calculation (wB97M-V/def2-TZVPD) of one molecule with the formula CH5N3 at a distorted geometry.

Each line ends with the Mulliken charge.
Positions of all 9 atoms, in Å:
N -1.24079 -0.69958 -0.10074  -0.61
C -0.20041 -0.00837 -0.19368  0.55
N 1.01648 -0.46684 -0.79394  -0.57
N 0.18097 1.07069 0.78001  -0.50
H -1.54836 -0.37546 0.87584  0.21
H 0.93889 -1.47915 -0.88975  0.27
H 1.78408 -0.14188 -0.16918  0.27
H -0.19658 0.86579 1.70505  0.20
H 0.52786 1.85103 0.44286  0.17

Gap between HOMO and LUMO (eV): 10.0
HOMO energy (eV): -9.29
Energy above the lowest of the compared OMol25 structures with the same formula, charge and spin (kJ/mol): 184.2
SMILES string: N=C(N)N

=====

5.
The following is a DFT calculation (wB97M-V/def2-TZVPD) of one molecule with the formula C4H9NO2 at a distorted geometry.

Each line ends with the Mulliken charge.
Positions of all 16 atoms, in Å:
C -2.30058 -0.84886 -0.26182  -0.90
N -0.92688 -0.47178 -0.31188  -0.37
C -0.04231 -1.20908 0.21023  0.11
O 1.25897 -1.01683 0.22404  -0.33
C 1.80686 0.21543 -0.23984  -0.47
C 1.24201 1.43928 0.42297  -0.43
O 0.16925 2.03740 -0.16332  -0.61
H -2.84158 -0.15660 0.37969  0.29
H -2.73008 -0.76574 -1.25836  0.27
H -2.44649 -1.86895 0.11057  0.37
H -0.27588 -2.18535 0.62766  0.36
H 2.86683 0.08747 -0.04199  0.31
H 1.63330 0.31267 -1.30843  0.34
H 1.05758 1.07974 1.46095  0.22
H 2.01810 2.17340 0.50930  0.39
H -0.48911 1.17778 -0.35977  0.45

Gap between HOMO and LUMO (eV): 10.5
HOMO energy (eV): -9.58
Energy above the lowest of the compared OMol25 structures with the same formula, charge and spin (kJ/mol): 214.5
SMILES string: C/N=C/OCCO